P) C3H7PS2 | the ωB97M-V functional and the def2-TZVPD basis

Summary:
Kohn-Sham gap: 8.4 eV
structure (SMILES): C1PS1.CC=S
2S+1: 1
molar mass: 138.2 g mol⁻¹
LUMO energy: -0.16 eV

Bonds (Å) are listed after each position.
CARTESIAN COORDINATES (ANGSTROEM)
1 C 2.501 0.258 -0.926  P2 1.830, S3 1.859, H4 1.087, H5 1.070
2 P 2.367 -1.281 0.055  C1 1.830, S3 2.013, H6 1.372
3 S 1.125 0.280 0.324  C1 1.859, P2 2.013
4 H 3.148 1.065 -0.594  C1 1.087
5 H 2.454 0.133 -1.988  C1 1.070
6 H 1.490 -1.835 -0.843  P2 1.372
7 C -1.840 0.144 1.253  C8 1.501, H10 1.126, H11 1.100, H12 1.131
8 C -1.865 0.429 -0.221  C7 1.501, S9 1.642, H13 1.113
9 S -2.421 -0.610 -1.365  C8 1.642
10 H -2.796 -0.416 1.450  C7 1.126
11 H -1.708 1.086 1.805  C7 1.100
12 H -1.087 -0.616 1.619  C7 1.131
13 H -1.368 1.363 -0.567  C8 1.113

---

Q) C3H7PS2 | the ωB97M-V functional and the def2-TZVPD basis

Summary:
Kohn-Sham gap (alpha / beta): 6.1 / 6.1 eV
structure (SMILES): C[P@H](=C=S)CS
2S+1: 1
molar mass: 138.2 g mol⁻¹
LUMO energy (alpha / beta): -0.47 / -0.47 eV

Bonds (Å) are listed after each position.
CARTESIAN COORDINATES (ANGSTROEM)
1 C 0.011 2.013 -0.677  P2 1.942, H7 1.174, H8 1.069, H9 1.018
2 P 0.052 0.361 0.342  C1 1.942, C3 1.600, C5 1.983, H10 1.369
3 C 0.375 0.880 1.821  P2 1.600, S4 1.592
4 S 0.923 0.163 3.132  C3 1.592
5 C 0.353 -1.413 -0.492  P2 1.983, S6 1.897, H11 1.129, H12 1.044
6 S -0.266 -3.174 -0.156  C5 1.897, H13 1.398
7 H -0.575 2.675 0.096  C1 1.174
8 H -0.736 1.799 -1.411  C1 1.069
9 H 0.906 2.430 -0.927  C1 1.018
10 H -1.270 0.300 0.691  P2 1.369
11 H 1.433 -1.506 -0.178  C5 1.129
12 H 0.305 -1.122 -1.493  C5 1.044
13 H -1.512 -3.405 -0.748  S6 1.398

---

Stability verdict: P), ahead by 0.1176 hartree

---

P) C4H6OS3 | the ωB97M-V functional and the def2-TZVPD basis

Summary:
Kohn-Sham gap: 8.2 eV
structure (SMILES): CSC(=S)CC(O)=S
2S+1: 1
molar mass: 166.3 g mol⁻¹
LUMO energy: -0.45 eV

Bonds (Å) are listed after each position.
CARTESIAN COORDINATES (ANGSTROEM)
1 C -2.893 -0.722 -0.873  S2 1.818, H9 1.084, H10 1.101, H11 1.120
2 S -1.393 -1.153 0.059  C1 1.818, C3 1.727
3 C -0.678 0.333 0.570  S2 1.727, S4 1.656, C5 1.514
4 S -1.245 1.827 0.135  C3 1.656
5 C 0.655 0.117 1.256  C3 1.514, C6 1.570, H12 1.071, H13 1.080
6 C 1.742 -0.377 0.236  C5 1.570, O7 1.304, S8 1.620
7 O 1.859 -1.674 0.281  C6 1.304, H14 0.956
8 S 2.487 0.632 -0.790  C6 1.620
9 H -2.607 -0.059 -1.682  C1 1.084
10 H -3.193 -1.701 -1.278  C1 1.101
11 H -3.682 -0.340 -0.175  C1 1.120
12 H 1.057 1.045 1.607  C5 1.071
13 H 0.576 -0.569 2.087  C5 1.080
14 H 2.448 -1.976 -0.409  O7 0.956

---

Q) C4H6OS3 | the ωB97M-V functional and the def2-TZVPD basis

Summary:
Kohn-Sham gap: 7.4 eV
structure (SMILES): CSC(=O)C(=S)SC
2S+1: 1
molar mass: 166.3 g mol⁻¹
LUMO energy: -1.46 eV

Bonds (Å) are listed after each position.
CARTESIAN COORDINATES (ANGSTROEM)
1 C 3.469 -0.288 -0.005  S2 1.827, H9 1.227, H10 1.123, H11 1.024
2 S 2.103 0.919 -0.124  C1 1.827, C3 1.761
3 C 0.742 -0.195 -0.020  S2 1.761, O4 1.322, C5 1.543
4 O 0.892 -1.477 0.263  C3 1.322
5 C -0.700 0.290 -0.276  C3 1.543, S6 1.734, S7 1.724
6 S -0.788 1.978 0.110  C5 1.734
7 S -2.069 -0.744 -0.103  C5 1.724, C8 1.801
8 C -3.554 0.260 0.072  S7 1.801, H12 1.187, H13 1.016, H14 1.056
9 H 3.445 -0.629 1.173  C1 1.227
10 H 3.558 -1.123 -0.752  C1 1.123
11 H 4.344 0.192 -0.235  C1 1.024
12 H -4.220 -0.706 -0.106  C8 1.187
13 H -3.543 0.853 0.897  C8 1.016
14 H -3.679 0.670 -0.894  C8 1.056

---

Stability verdict: P), ahead by 0.0753 hartree